DFT (ωB97M-V with the def2-TZVPD basis set) results for a single C3H8N4O molecule at a distorted geometry.

Last column: Löwdin charge in e.
Positions of all 16 atoms, in Å:
C 1.4621 -0.3921 -0.6864  -0.070
C 1.1798 1.3325 1.0476  -0.068
N 0.5493 0.4893 0.0516  -0.235
N -0.6971 -0.3178 0.6881  -0.114
O -0.4489 -1.5027 1.0302  -0.053
H 2.3984 0.1285 -0.9104  0.088
H 1.0066 -0.6794 -1.6331  0.080
H 1.7107 -1.2907 -0.1037  0.082
H 1.6594 0.7329 1.8321  0.092
H 1.9194 1.9522 0.5418  0.087
H 0.4086 1.9757 1.4671  0.085
N -2.6689 -0.8272 -0.5029  0.152
C -1.5774 -0.0361 -0.4945  -0.530
N -1.0199 0.9168 -1.0789  0.204
H -3.3483 -0.7841 -1.2450  0.106
H -2.5339 -1.6978 -0.0035  0.094

Cartesian forces (eV/Å) of the 3 atoms listed first:
C -0.3 0.1 0.2
C -0.4 -0.2 -0.1
N -0.1 -0.8 0.6

For the HOMO-LUMO gap (spin up / spin down), the calculation gives 6.9 / 8.8 eV. The energy above the lowest of the compared OMol25 structures with the same formula, charge and spin comes out at 160.5 kcal/mol. As for the net charge: 0. The total energy comes out at -413.16034 a.u. The highest occupied orbital energy (spin up / spin down) is -7.5 / -8.6 eV.

DFT (ωB97M-V with the def2-TZVPD basis set) results for a single C3H8N4O2 molecule at a distorted geometry.

Last column: Löwdin charge in e.
Positions of all 17 atoms, in Å:
O 2.6323 -0.5283 -0.3072  -0.024
N 1.5463 -1.1253 0.0367  -0.021
C 0.4182 -0.5582 0.1590  -0.375
N -0.6593 -1.2300 0.5801  -0.039
N -1.8131 -1.1950 -0.2239  -0.045
C -2.1617 0.2868 -0.3267  -0.181
C -1.1357 1.1948 0.2686  -0.242
N 0.1161 0.8089 -0.2752  -0.105
O 1.0728 1.8212 0.0253  -0.033
H 2.4052 0.4458 -0.1262  0.107
H -0.4708 -2.0930 1.0803  0.146
H -1.5337 -1.5357 -1.2069  0.135
H -3.0587 0.3076 0.3026  0.101
H -2.4243 0.5216 -1.4703  0.159
H -1.3572 2.2530 -0.1316  0.150
H -1.1819 1.3599 1.3991  0.144
H 0.9258 2.0471 0.9787  0.123

Cartesian forces (eV/Å) of the 3 atoms listed first:
O 1.9 4.6 -0.1
N -3.5 -3.7 1.2
C 2.7 2.1 -1.4

For the HOMO-LUMO gap, the calculation gives 9.0 eV. The energy above the lowest of the compared OMol25 structures with the same formula, charge and spin comes out at 141.6 kcal/mol. As for the SMILES: O/N=C1/NNCCN1O. As for the net charge: 0. The total energy comes out at -488.41606 a.u. The highest occupied orbital energy is -8.4 eV.

DFT (ωB97M-V with the def2-TZVPD basis set) results for 2 unconnected molecules or ions with the total composition C3H8N5S at a distorted geometry.

Last column: Löwdin charge in e.
Positions of all 17 atoms, in Å:
C 1.5800 -0.6378 0.3884  -0.793
C 2.2400 -0.7460 -0.8481  -0.234
C -0.8071 2.4562 0.3631  -0.049
N 0.4068 -0.8425 0.7680  0.071
N -1.9815 -0.7091 -0.4563  0.037
N -0.7242 1.2786 -0.4984  0.005
N -1.2854 0.2545 -0.2669  -0.059
N -1.7458 -1.9516 -0.1519  0.071
S 3.0899 0.1873 0.5971  1.131
H 2.5498 -1.7518 -1.1360  0.104
H 1.9605 -0.1005 -1.6805  0.091
H -0.3725 3.1089 -0.4346  0.101
H -1.8167 2.6232 0.8348  0.109
H -0.0655 2.2404 1.1852  0.088
H 0.0913 -0.6007 1.6489  0.070
H -2.3685 -2.6616 -0.5488  0.134
H -0.7512 -2.1477 0.2360  0.124

Cartesian forces (eV/Å) of the 3 atoms listed first:
C 1.9 0.0 -1.0
C 0.4 -0.2 -0.4
C 1.0 -0.7 0.1

Its spin multiplicity is 3. For the HOMO-LUMO gap (spin up / spin down), the calculation gives 5.7 / 5.4 eV. The energy above the lowest of the compared OMol25 structures with the same formula, charge and spin comes out at 120.7 kcal/mol. As for the net charge: +1. The total energy comes out at -790.45728 a.u. The highest occupied orbital energy (spin up / spin down) is -9.5 / -13.2 eV.

DFT (ωB97M-V with the def2-TZVPD basis set) results for a single C3H8N6 molecule at a distorted geometry.

Last column: Löwdin charge in e.
Positions of all 17 atoms, in Å:
C -0.0675 0.2984 1.8732  -0.072
N 0.0009 -0.7928 1.2730  -0.119
N -0.4506 -1.0435 0.0429  -0.033
C -0.4261 0.0435 -0.8905  -0.326
C 0.8350 0.7757 -1.0574  -0.175
N 2.0769 0.6263 -0.6629  -0.068
N 2.6298 -0.5830 -0.0874  -0.049
N -1.5033 0.6099 -1.4778  0.030
N -2.6916 -0.0067 -1.1348  -0.047
H 0.4385 0.2280 2.9602  0.118
H -0.4454 1.2381 1.4348  0.080
H -0.2085 -1.9378 -0.3448  0.133
H 0.5963 1.8149 -1.3319  0.101
H 1.9078 -1.1046 0.5358  0.064
H 3.5650 -0.0734 0.3670  0.149
H -2.7808 -0.8383 -0.5282  0.082
H -3.4766 0.7455 -0.9709  0.134

Cartesian forces (eV/Å) of the 3 atoms listed first:
C 1.3 1.0 2.5
N 0.5 -2.3 0.8
N -1.3 1.1 -1.7

For the HOMO-LUMO gap, the calculation gives 8.5 eV. The energy above the lowest of the compared OMol25 structures with the same formula, charge and spin comes out at 87.3 kcal/mol. As for the SMILES: C=NNC(/C=N\N)=N\N. As for the net charge: 0. The total energy comes out at -447.45754 a.u. The highest occupied orbital energy is -8.2 eV.

Q: What is the total energy in the fourth record?
A: -447.45754 a.u.

Q: The lowest energy above the lowest of the compared OMol25 structures with the same formula, charge and spin belongs to which entry?
A: C3H8N6

Q: Which formula does entry 4 have?
A: C3H8N6